This record from OMol25 describes a 19-piece molecular cluster, C26H23Cl54IN2S overall in a non-equilibrium geometry. The level of theory is the ωB97M-V functional and the def2-TZVPD basis.

Element x y z (Å)
S (2.622, 1.209, -0.133)
C (1.002, 0.559, -0.648)
C (-0.165, 1.026, 0.055)
C (-1.528, 0.528, -0.308)
N (-2.587, 1.015, 0.427)
C (-3.753, 0.493, 0.006)
C (-3.885, -0.450, -1.126)
N (-2.864, -0.938, -1.854)
C (-1.666, -0.431, -1.398)
C (-0.429, -0.901, -2.092)
C (0.888, -0.457, -1.758)
I (2.650, -1.196, -2.758)
H (2.898, 0.542, 1.044)
H (-0.015, 1.780, 0.862)
H (-4.699, 0.793, 0.551)
H (-4.912, -0.788, -1.401)
H (-0.522, -1.636, -2.924)
C (3.437, 4.190, 2.367)
Cl (3.893, 5.081, 3.820)
Cl (4.525, 2.815, 2.115)
Cl (1.760, 3.651, 2.474)
H (3.528, 4.856, 1.514)
C (0.658, -4.763, -0.373)
Cl (1.919, -5.360, -1.458)
Cl (1.227, -4.732, 1.303)
Cl (0.132, -3.145, -0.866)
H (-0.191, -5.436, -0.434)
C (0.705, -3.843, 5.115)
Cl (1.990, -4.450, 4.063)
Cl (1.250, -3.788, 6.795)
Cl (0.168, -2.247, 4.581)
H (-0.136, -4.525, 5.052)
C (6.877, 0.049, 2.413)
Cl (5.639, -1.215, 2.416)
Cl (7.807, 0.008, 3.910)
Cl (7.940, -0.127, 1.011)
H (6.382, 1.012, 2.348)
C (-7.464, -0.723, 1.875)
Cl (-6.824, 0.436, 0.701)
Cl (-6.404, -0.827, 3.284)
Cl (-9.101, -0.273, 2.361)
H (-7.505, -1.700, 1.404)
C (5.419, 0.931, 7.212)
Cl (5.275, 0.128, 5.646)
Cl (6.921, 0.459, 8.016)
Cl (5.343, 2.687, 7.019)
H (4.587, 0.620, 7.833)
C (9.101, -3.575, 2.387)
Cl (7.935, -4.904, 2.375)
Cl (9.918, -3.483, 3.954)
Cl (10.274, -3.765, 1.079)
H (8.562, -2.647, 2.228)
C (-3.192, 1.261, -4.516)
Cl (-4.876, 1.017, -4.987)
Cl (-2.102, 0.752, -5.810)
Cl (-2.903, 2.956, -4.094)
H (-2.991, 0.652, -3.641)
C (-10.085, -3.347, 5.365)
Cl (-11.783, -3.579, 4.938)
Cl (-9.034, -3.854, 4.036)
Cl (-9.775, -1.662, 5.795)
H (-9.863, -3.966, 6.228)
C (1.530, 7.911, 1.177)
Cl (3.267, 7.649, 0.972)
Cl (0.661, 6.371, 1.160)
Cl (1.207, 8.790, 2.675)
H (1.176, 8.512, 0.346)
C (4.823, -6.999, 1.561)
Cl (5.485, -8.353, 2.485)
Cl (3.802, -7.585, 0.248)
Cl (3.916, -5.910, 2.620)
H (5.650, -6.444, 1.129)
C (6.163, -8.361, -3.129)
Cl (7.126, -7.643, -4.425)
Cl (7.060, -8.343, -1.606)
Cl (4.624, -7.512, -2.954)
H (5.956, -9.393, -3.390)
C (12.916, -6.917, 2.403)
Cl (13.103, -8.011, 3.780)
Cl (12.163, -7.756, 1.041)
Cl (11.968, -5.497, 2.857)
H (13.902, -6.586, 2.095)
C (-6.098, 3.757, -2.000)
Cl (-5.438, 2.329, -1.188)
Cl (-7.232, 3.279, -3.265)
Cl (-6.880, 4.830, -0.835)
H (-5.277, 4.294, -2.463)
C (-1.823, 3.558, -8.531)
Cl (-3.508, 3.314, -9.005)
Cl (-0.735, 3.054, -9.828)
Cl (-1.537, 5.248, -8.100)
H (-1.622, 2.944, -7.658)
C (-7.075, 7.980, -3.840)
Cl (-6.660, 8.895, -2.387)
Cl (-5.964, 6.624, -4.060)
Cl (-8.744, 7.408, -3.760)
H (-6.982, 8.639, -4.697)
C (-9.483, 2.592, 4.819)
Cl (-8.153, 3.754, 4.848)
Cl (-9.403, 1.519, 6.222)
Cl (-11.039, 3.428, 4.765)
H (-9.389, 1.988, 3.923)
C (-3.066, 5.908, -11.786)
Cl (-4.751, 5.665, -12.260)
Cl (-1.977, 5.405, -13.084)
Cl (-2.780, 7.599, -11.356)
H (-2.863, 5.294, -10.913)

## Properties
* E: -725458.5765 eV
* frontier orbital gap: 7.99 eV
* LUMO: -1.07 eV

Here are the Mulliken charges for atoms 1 to 8, given in e: -0.1982 0.7275 -0.7279 0.3989 -0.5543 -0.1347 0.2124 -0.6154